1.
The following is a DFT calculation (wB97M-V/def2-TZVPD) of a structure of composition C21H38AuN7O4P.

Geometry as XYZ:
```
72
Properties=species:S:1:pos:R:3:forces:R:3
H -1.953 -2.368 -1.007 0.08 0.05 0.01
N -0.057 -4.854 -0.279 0.02 0.42 0.00
C -2.899 1.147 3.566 0.28 -0.09 0.02
O -3.944 -1.087 -0.242 0.09 -0.06 0.01
H -3.675 1.478 4.260 0.12 -0.06 0.17
H 3.944 1.418 -2.664 -0.06 0.12 -0.02
H 1.142 0.423 4.807 -0.01 0.05 -0.07
H 4.667 3.630 -2.050 -0.04 0.02 -0.04
H 0.148 2.429 2.904 0.07 -0.09 -0.01
H 1.675 -4.822 0.899 -0.01 -0.03 0.06
H 2.888 0.481 -1.542 -0.25 0.08 0.10
H -1.893 -1.521 5.310 0.15 0.00 -0.16
H 1.662 -2.364 -1.373 -0.04 0.11 0.25
N 3.555 2.339 -0.823 0.14 0.02 0.04
H 0.109 -4.640 -2.360 0.05 -0.03 -0.01
H -0.282 2.336 5.268 0.11 -0.12 -0.16
N -1.702 1.955 3.768 -0.21 1.12 -0.10
C 0.643 -2.751 -1.370 0.38 0.26 -0.52
H -0.065 -5.871 -0.330 0.01 0.01 -0.01
H 2.595 1.328 0.781 -0.02 -0.22 -0.39
C -2.091 -0.461 5.129 0.07 0.14 -0.17
H -1.946 -4.776 0.631 -0.04 -0.03 -0.04
H 1.654 -4.699 -1.480 -0.01 -0.02 -0.05
H -1.679 -1.932 2.961 0.10 0.04 0.10
H 0.466 -1.197 4.824 -0.04 -0.03 -0.05
H 2.977 4.128 -1.772 -0.01 0.02 0.05
H 4.429 1.944 -0.477 -0.04 -0.06 0.02
C -1.176 1.730 5.105 -0.06 -0.10 -0.17
O -2.061 -0.042 -0.237 -0.61 -0.21 -0.14
H -1.958 -4.688 -1.146 -0.05 -0.03 0.04
C -1.788 -0.859 2.759 -0.04 0.71 0.78
C -1.039 2.625 -0.571 0.12 -0.01 -0.27
O -3.904 1.050 -0.509 0.08 0.08 0.01
C -1.466 -4.336 -0.241 0.16 -0.08 0.00
C 0.252 -0.158 4.559 -0.77 0.31 -0.11
C -0.693 1.753 2.727 -0.63 -0.42 0.84
N -2.632 -0.270 3.793 -1.07 -0.68 -0.07
C -1.419 -2.799 -0.166 -0.31 0.12 -0.05
C 0.668 -4.414 0.961 -0.08 -0.06 -0.15
H 1.894 4.875 0.446 0.04 -0.08 0.05
H 0.146 -4.852 1.809 0.04 -0.04 0.00
C 0.666 -2.873 1.007 0.45 0.03 0.42
H -0.271 5.886 -0.090 0.03 0.00 0.03
N -0.030 -2.283 -0.149 -0.40 -1.33 0.10
H 0.153 -2.313 -2.239 -0.17 -0.02 0.09
H -2.842 -0.171 5.868 0.00 0.21 -0.08
C 0.646 -4.290 -1.481 -0.10 -0.09 0.14
H 4.199 4.317 -0.478 -0.05 0.05 -0.03
H -1.887 2.019 -0.841 -0.01 0.10 0.03
C 0.179 2.014 -0.259 0.19 -0.50 0.13
C 2.634 2.345 0.389 0.06 -0.15 0.59
H -2.274 -0.760 1.792 0.02 0.10 0.07
C -0.145 4.813 -0.149 -0.02 0.15 0.05
H 2.243 1.913 -2.416 -0.03 -0.02 0.06
H -1.112 2.012 1.760 -0.10 -0.06 0.06
C -1.200 4.003 -0.521 -0.02 -0.06 -0.08
H -1.905 2.073 5.843 -0.15 -0.15 -0.08
H -1.945 -2.453 0.719 0.10 -0.01 -0.07
C 1.264 2.849 0.086 -0.28 -0.11 -0.24
O 1.935 -0.353 0.022 0.08 -0.29 -0.38
H 1.685 -2.486 1.030 -0.07 0.19 -0.19
P -0.118 -0.017 2.735 0.83 -0.43 -0.24
N -0.886 0.323 5.342 0.51 -0.20 1.17
Au 0.044 -0.082 -0.074 1.43 1.63 -0.86
N -3.347 -0.017 -0.337 -0.27 -0.07 -0.02
H 3.144 2.967 1.129 -0.05 0.22 -0.20
H -3.308 1.308 2.565 0.22 -0.10 -0.09
C 3.119 1.467 -1.953 0.15 -0.17 -0.06
H 0.197 -2.525 1.923 -0.13 0.00 -0.10
C 3.868 3.707 -1.316 0.15 -0.07 0.06
H -2.163 4.437 -0.758 -0.01 -0.05 -0.02
C 1.072 4.232 0.150 -0.06 0.06 -0.07
```
Positions in Å, forces in eV/Å.

Values from the calculation:
total charge: +1
ΔE to the lowest compared entry with this formula, charge and spin: 0.0000 eV
electronic energy: -53980.454 eV
molar mass: 680.5 Da


2.
The following is a DFT calculation (wB97M-V/def2-TZVPD) of the ion C21H38BF2N4O5 with charge +1.

Geometry as XYZ:
```
71
Properties=species:S:1:pos:R:3:forces:R:3
C -2.303 0.997 0.639 0.74 0.26 0.10
H 0.923 -4.129 -1.922 -0.19 -0.06 0.19
H -0.167 0.336 -1.980 -0.28 -0.29 -0.01
N -0.642 -0.748 -0.246 0.54 0.12 0.20
H 0.150 4.245 4.927 0.00 0.19 -0.01
O -4.201 -2.902 -0.793 0.31 0.12 -0.24
C 3.513 1.466 -2.125 0.09 0.46 -0.09
C 0.065 0.394 -0.923 0.49 0.43 -0.17
C -0.152 3.923 3.960 0.09 -0.23 0.26
C 4.136 3.542 0.652 0.25 0.21 0.22
C -2.496 -1.415 1.386 0.11 -0.34 0.19
C -1.449 1.447 1.845 -0.04 0.17 -0.46
H 4.449 -3.388 -1.162 0.02 -0.06 0.08
H 4.028 2.512 2.500 -0.06 0.07 0.09
N -5.413 -0.841 -1.396 0.17 -1.03 -0.33
O 4.488 4.575 1.136 -0.17 0.08 -0.11
F 0.195 -1.197 0.770 -0.21 0.03 0.32
C -0.482 3.454 2.911 0.06 0.13 -0.18
H 1.936 2.547 -1.108 0.05 0.12 -0.09
C 1.275 -3.133 -1.659 0.51 0.00 -0.35
H 3.803 0.419 -2.183 0.00 -0.10 0.01
H -3.209 0.240 4.119 -0.15 0.02 0.10
N 0.287 -2.117 -2.080 0.15 -0.08 0.25
H -4.859 -3.405 -1.286 -0.16 -0.08 0.39
H -4.923 -0.714 1.014 -0.10 0.09 -0.03
H 4.373 -1.720 -1.695 0.15 -0.02 -0.02
C -3.572 -0.902 2.348 -0.22 0.13 0.07
H -5.499 -0.390 -2.298 0.08 0.63 0.33
H -3.365 1.152 0.809 -0.05 -0.12 0.08
H -0.325 1.324 -0.547 -0.25 0.00 0.15
H 2.560 -2.125 -3.071 -0.02 -0.05 -0.14
H -2.860 -2.357 0.984 -0.05 -0.02 -0.09
H 5.350 2.557 -2.022 0.08 0.03 0.01
H 5.100 1.584 -0.610 -0.16 0.00 0.21
N -4.757 -0.608 2.014 0.19 -0.09 -0.07
C 2.069 1.609 -1.648 -0.13 -0.36 0.16
F -3.024 0.411 -1.812 0.09 0.17 0.07
H -0.807 -3.121 0.361 0.20 -0.12 -0.05
O -1.173 -3.078 -0.530 -0.04 0.23 0.61
H 2.050 -0.479 -1.029 0.03 -0.12 0.03
C 4.585 2.226 -1.323 0.04 -0.18 -0.17
C 3.777 -2.551 -1.322 -0.14 0.22 -0.18
H 1.431 1.680 -2.530 -0.03 -0.06 -0.06
H -0.600 0.773 1.960 0.01 -0.06 0.35
H 3.385 -2.243 -0.352 -0.02 -0.02 0.07
H -2.212 -1.199 4.006 0.03 -0.04 0.06
H -2.058 1.646 -0.192 -0.20 0.02 -0.23
H 3.946 1.421 1.113 -0.02 -0.04 -0.03
H -0.030 2.851 0.970 -0.03 0.08 -0.17
C 1.574 0.453 -0.750 -0.08 0.39 -0.13
H 2.553 2.422 1.517 -0.05 0.09 0.07
C -3.206 -0.802 3.808 0.28 -0.13 -0.13
H 1.808 0.718 0.278 0.11 -0.38 0.13
C -2.088 -0.465 0.242 -0.80 0.55 -0.30
C -0.810 -1.944 -1.218 -0.62 -0.70 -1.14
H -1.665 3.493 1.183 0.04 0.12 -0.05
H 2.940 -3.834 -2.805 -0.02 0.08 -0.33
H 1.409 -3.090 -0.581 -0.17 0.00 0.10
H -6.258 -1.366 -1.199 -0.09 0.10 -0.17
C 3.643 2.394 1.495 0.13 -0.28 -0.15
H -0.092 -2.381 -2.983 0.03 0.34 -0.11
C 2.653 -2.906 -2.318 -0.01 -0.09 0.50
O -1.884 -1.487 -1.947 -0.03 0.28 0.40
C -0.892 2.873 1.639 -0.26 -0.27 0.25
H -3.928 -1.352 4.403 -0.10 0.07 0.07
H 3.558 1.841 -3.146 -0.03 0.04 -0.05
C -2.824 -0.752 -1.116 0.19 -0.97 -0.51
H -2.031 1.452 2.761 0.03 -0.20 0.06
O 4.093 3.414 -0.704 0.03 -0.10 -0.03
H -1.626 -1.666 1.985 0.13 0.13 -0.01
B -4.221 -1.582 -1.125 -0.46 0.53 0.20
```
Positions in Å, forces in eV/Å.

Values from the calculation:
SMILES: [H]/N=C(/C)C[C@]1(CCCC#C)[C@](F)(B(N)O)O[C@@](O)(NCCC)[N@@+]1(F)CCCCCOC(C)=O
total charge: +1
electronic energy: -44694.094 eV
molar mass: 475.4 Da


3.
The following is a DFT calculation (wB97M-V/def2-TZVPD) of a cluster of 3 separate species, C21H38BF4N8O10P in total.

Geometry as XYZ:
```
83
Properties=species:S:1:pos:R:3:forces:R:3
H 2.517 -5.228 2.427 1.66 2.21 0.40
C -2.259 -2.307 -4.280 1.67 -10.14 -2.39
H 4.180 -4.298 1.931 -2.09 -0.19 1.43
H 2.554 -0.063 6.011 -0.12 -0.05 0.13
C -1.176 -2.072 0.839 -0.49 -0.21 0.88
C -3.688 1.716 0.445 1.06 2.78 8.60
O -0.305 -0.015 -1.501 1.93 1.45 -0.07
F -0.434 1.351 -4.943 -3.19 2.76 3.09
C -2.486 4.884 -0.266 1.04 1.64 1.03
H -4.898 1.420 -3.798 -0.79 -1.00 0.31
O 5.102 -0.371 0.104 0.13 0.17 -0.57
C -2.037 -0.001 -3.141 -0.61 -1.36 -2.27
C -2.652 2.133 -1.943 0.93 -0.86 2.69
H 3.449 -4.033 3.690 -0.47 -1.09 -1.94
C -2.554 -0.398 -0.826 -1.18 -1.89 1.79
H 0.553 -3.635 3.232 0.57 0.79 -2.33
N 0.868 1.676 8.070 -0.77 0.91 1.22
H 2.803 -2.352 -3.874 -0.86 -0.64 2.32
N 4.318 1.434 -0.995 -1.35 0.71 -0.01
C -3.660 2.208 1.773 0.44 -3.52 -9.54
B -3.494 3.545 -2.052 -0.90 3.11 -0.26
C 3.182 -4.247 2.570 0.69 -0.16 -0.20
C -3.434 0.969 -1.030 0.41 3.34 1.43
H 0.086 -2.718 -2.194 1.21 1.71 -1.24
H -1.879 3.986 0.175 -1.36 1.46 -0.97
H 6.597 1.459 -2.011 -0.03 -0.14 0.13
O 2.229 -1.659 4.205 2.79 -1.85 -6.69
N 2.308 0.403 6.875 1.08 -0.66 -0.41
C -1.320 2.228 -4.091 1.34 1.28 -2.49
H -1.797 5.847 -0.110 -1.55 -2.11 -0.43
H 2.934 0.340 7.660 -0.17 0.03 -0.14
F -3.513 -1.543 -1.058 2.81 2.74 0.43
H 1.468 1.635 8.876 -0.12 -0.01 -0.17
H 1.795 -0.388 -1.571 -2.32 0.03 -1.25
O -1.550 -2.864 -5.480 -3.53 5.01 5.90
H 0.001 2.194 8.130 0.37 -0.22 0.01
O 0.399 1.140 5.933 -0.15 0.13 -0.04
H 0.609 -4.158 1.373 0.72 1.84 1.45
H -1.854 -2.823 1.472 1.37 1.64 -1.50
O -5.283 0.576 -3.419 1.63 2.71 1.83
H -5.050 4.691 -2.678 0.35 -1.87 0.55
C 0.789 -2.013 -2.811 1.03 0.11 -1.06
H -1.015 -2.588 -0.200 -0.11 1.16 1.94
C 0.848 -0.459 -2.295 2.43 -0.98 -0.19
C 2.794 -1.912 3.020 -1.54 2.41 3.92
H -6.222 2.323 -0.696 -0.67 -1.55 -0.35
O -2.759 4.810 -1.709 -1.77 -3.32 0.68
H 3.428 1.332 -0.525 0.34 0.10 -0.21
H 0.905 -1.141 1.116 -1.11 -1.39 1.35
C 4.019 -0.909 2.512 0.01 -2.38 0.31
P -5.165 0.508 -1.684 -3.69 -3.48 0.01
N 2.397 -3.040 2.070 -0.68 0.48 2.25
N -2.315 1.478 -3.257 3.01 -0.74 -0.90
N -1.454 -0.596 -1.880 -4.54 -0.12 -1.66
H -3.474 5.074 0.333 1.85 -0.61 -1.09
C 2.340 -2.638 -2.812 -0.09 0.60 -1.41
C 0.885 -3.299 2.136 -0.09 0.95 0.06
H -2.889 -0.730 1.514 1.71 0.70 -2.28
O -2.744 -3.206 -3.421 2.03 6.65 -3.48
N -2.401 -0.804 -4.199 0.72 2.70 3.06
H 1.094 0.306 -3.176 -0.94 -1.67 1.77
H 3.033 -2.133 -2.015 -1.40 -1.27 -1.23
H -2.827 -0.325 -5.047 0.71 -0.85 1.37
C -2.000 -0.621 0.725 0.57 -1.33 0.08
H -0.166 -1.374 2.759 1.00 -0.58 -2.39
H 4.647 -1.552 1.732 -1.55 1.75 1.78
O -6.453 1.354 -0.876 3.24 2.09 -1.17
C 1.144 1.077 6.898 -0.23 -0.18 -0.76
O -4.890 3.708 -2.500 3.44 0.75 0.48
N 6.436 0.718 -1.349 1.33 -0.16 -0.42
H 3.631 0.082 2.013 0.67 -2.23 1.17
F -2.064 3.084 -5.090 2.43 -2.58 3.39
H -1.266 0.219 1.085 -1.60 -1.40 -0.99
H 2.337 -3.816 -2.782 -0.03 2.52 0.24
C 0.187 -1.839 1.721 -1.36 -1.07 0.42
H -3.436 2.645 2.838 -0.78 -1.04 -2.69
H -1.683 2.387 -1.293 -1.80 -0.56 -1.74
H 4.441 2.187 -1.650 -0.02 -0.14 0.13
F -0.405 3.137 -3.370 -3.18 -3.05 -2.22
H 7.182 0.064 -1.153 -0.28 0.27 -0.11
H 4.693 -0.728 3.453 -1.46 -0.02 -1.77
C 5.274 0.536 -0.696 0.14 -0.52 0.28
H 0.492 -1.968 -3.967 0.14 -0.50 2.71
```
Positions in Å, forces in eV/Å.

Values from the calculation:
electronic energy: -75608.682 eV
molar mass: 680.4 Da


Number 1: orbital gap 6.59 eV, LUMO level -2.85 eV. Number 2: orbital gap 9.71 eV, LUMO level -2.70 eV. Number 3: orbital gap 6.23 eV, LUMO level -2.06 eV.